{"formula": "C22H20NO8ReS2Se3Te", "method": "the ωB97M-V functional and the def2-TZVPD basis", "orbital_gap_ev": [5.10, 5.07], "relative_energy_ev": 4.3421, "spin_multiplicity": 4, "homo_energy_ev": [-4.0, -4.2], "e_lumo_ha": [0.04113, 0.03193], "charge": -1, "fmax_ev_per_a": 2.57, "elements": ["Re", "Te", "Se", "Se", "Se", "S", "S", "O", "O", "O", "O", "O", "O", "O", "O", "N", "C", "C", "C", "C", "C", "C", "C", "C", "C", "C", "C", "C", "C", "C", "C", "C", "C", "C", "C", "C", "C", "C", "H", "H", "H", "H", "H", "H", "H", "H", "H", "H", "H", "H", "H", "H", "H", "H", "H", "H", "H", "H"], "coordinates": [[-0.27653, 0.21161, -0.56151], [-1.70751, -1.11990, 3.52135], [-1.52460, 1.98149, 0.68739], [-2.23920, 1.58295, 2.84571], [-0.66050, -1.13907, 1.24523], [2.03155, -0.18153, -3.19220], [0.06916, 2.15858, -2.19263], [-1.07502, 1.11103, -2.26290], [-0.44244, 3.48532, -2.01299], [0.96559, -0.55136, -2.19978], [1.04336, 1.79539, -1.07478], [2.52910, -1.34896, -3.86138], [4.50665, -0.39401, 0.98063], [2.24175, -0.69802, 0.95899], [2.98775, 0.76918, -2.70404], [2.12357, -2.26610, 2.80200], [-4.84767, 0.80059, -0.02003], [-1.23338, -1.70460, -1.25659], [0.09618, 2.99848, -4.75620], [-2.51113, -1.69544, -1.64443], [0.57332, 2.03078, -3.90066], [0.15599, -4.79309, -2.98210], [1.11220, 0.82225, -4.37752], [1.78552, -4.03440, -1.41368], [3.52055, -2.05961, 2.36656], [-0.68918, -3.76556, -2.59237], [-3.53060, -0.63809, -1.44441], [-0.32159, -2.84640, -1.60452], [0.20139, 2.78047, -6.13003], [0.93381, -3.01487, -1.02029], [-3.93459, -0.23438, -0.17599], [1.40483, -4.93258, -2.39800], [-4.07310, 0.00770, -2.55638], [1.20090, 0.62216, -5.73564], [0.73672, 1.60423, -6.61121], [3.44792, -0.90018, 1.29987], [-4.96287, 1.05798, -2.40216], [-5.35473, 1.45673, -1.12977], [1.74955, -3.20599, 2.70910], [1.27892, -2.31475, -0.27467], [2.76706, -4.11022, -0.95991], [-3.54878, -0.74859, 0.69619], [4.18123, -1.77603, 3.17960], [1.62751, -0.30393, -6.09888], [1.87856, -1.91385, 3.72316], [1.61596, -1.64187, 2.06928], [-3.75938, -0.29842, -3.54758], [-5.33983, 1.57645, -3.27548], [-5.14336, 1.09945, 0.97804], [2.07716, -5.71875, -2.71864], [3.90827, -2.95139, 1.88068], [0.79958, 1.44376, -7.68024], [-6.04182, 2.28481, -1.00581], [-0.34069, 3.90102, -4.35458], [-0.16052, -5.47800, -3.76000], [-1.64915, -3.67446, -3.07999], [-0.14518, 3.54455, -6.81371], [-2.88373, -2.54909, -2.20951]]}